Entry 1:
C23H27N5S | ωB97M-V/def2-TZVPD

Atoms and positions in Å:
C  -7.0940  0.1879  0.5707
H  -6.9834  1.2230  0.2579
H  -8.0388  -0.1841  0.1818
H  -7.1245  0.1516  1.6563
C  -5.9525  -0.6826  0.0572
N  -4.7000  -0.4235  0.7446
C  -4.2073  0.9277  0.6450
C  -4.0064  1.5287  -0.7556
H  -3.6508  2.5524  -0.6573
H  -4.9284  1.5113  -1.3343
S  -2.7983  0.6532  -1.8076
C  -1.2943  1.1324  -1.0840
N  -1.3437  1.9264  -0.0205
N  -0.2434  2.3295  0.5571
C  0.8994  1.9285  0.0431
C  2.2732  2.1505  0.3854
C  2.9000  2.8687  1.3931
C  4.2808  2.8630  1.4365
C  5.0236  2.1637  0.4900
C  4.4162  1.4445  -0.5241
C  3.0328  1.4304  -0.5675
N  2.1853  0.7946  -1.4657
C  0.9139  1.0669  -1.1054
N  -0.1951  0.6484  -1.6809
C  2.5474  -0.1505  -2.4884
H  1.8104  -0.0660  -3.2911
H  3.5365  0.1103  -2.8711
C  2.5458  -1.5893  -1.9382
C  3.4942  -1.6986  -0.7789
C  3.0525  -1.4620  0.5167
C  3.9423  -1.4614  1.5758
C  5.2862  -1.7042  1.3520
C  5.7340  -1.9586  0.0669
C  4.8434  -1.9523  -0.9915
H  5.1973  -2.1448  -1.9951
H  6.7806  -2.1575  -0.1121
H  5.9823  -1.7000  2.1773
H  3.5858  -1.2666  2.5763
H  2.0032  -1.2743  0.6981
H  1.5302  -1.8360  -1.6242
H  2.8371  -2.2664  -2.7423
H  5.0101  0.9037  -1.2437
H  6.1016  2.1799  0.5468
H  4.7946  3.4092  2.2129
H  2.3108  3.4100  2.1162
H  -3.2576  0.9862  1.1803
H  -4.9141  1.5840  1.1626
C  -3.7133  -1.4669  0.5167
C  -3.9354  -2.6453  1.4634
H  -4.8766  -3.1472  1.2569
H  -3.9526  -2.2919  2.4907
H  -3.1307  -3.3677  1.3505
H  -2.7225  -1.0522  0.7144
H  -3.7248  -1.8228  -0.5253
H  -6.2070  -1.7271  0.2489
H  -5.8559  -0.5667  -1.0371

The spin multiplicity is 1. As for the relative energy (zero: lowest compared OMol25 entry of this formula, charge and spin): 4.0 kJ/mol. As for the net charge: 0. As for the total energy: -1564.602208 hartree. Its LUMO energy is 0.0 eV. Its HOMO energy is -7.85 eV. As for the frontier orbital gap: 7.835 eV.

=====

Entry 2:
C23H27NO3 | ωB97M-V/def2-TZVPD

Atoms and positions in Å:
O  -3.1565  -1.7879  -0.2439
C  -3.8394  -1.0684  0.4388
O  -4.6367  -1.5425  1.4002
H  -4.4823  -2.4919  1.5229
C  -4.0293  0.4284  0.2653
H  -4.4996  0.7807  1.1882
C  -4.9631  0.7213  -0.9164
C  -4.3010  0.4000  -2.2512
C  -3.0059  1.1907  -2.3962
C  -2.0464  0.8226  -1.2691
H  -1.8263  -0.2442  -1.3233
C  -2.6742  1.1282  0.0967
C  -1.7606  0.6485  1.2214
O  -2.0633  -0.2674  1.9605
N  -0.6041  1.3326  1.3401
H  -0.3557  2.0084  0.6360
C  0.4439  0.9019  2.2417
C  1.1892  -0.3318  1.7192
H  0.5145  -1.1878  1.7639
H  2.0364  -0.5406  2.3733
C  1.6567  -0.1705  0.2615
C  2.4485  1.0890  0.0207
C  2.2529  1.7962  -1.1602
C  2.9659  2.9512  -1.4272
C  3.8910  3.4216  -0.5115
C  4.0981  2.7256  0.6669
C  3.3843  1.5696  0.9305
H  3.5623  1.0403  1.8549
H  4.8209  3.0839  1.3857
H  4.4483  4.3237  -0.7154
H  2.7987  3.4848  -2.3516
H  1.5367  1.4311  -1.8843
C  2.4119  -1.4189  -0.1487
C  3.7956  -1.5061  -0.0949
C  4.4402  -2.6795  -0.4477
C  3.7103  -3.7818  -0.8550
C  2.3290  -3.7038  -0.9111
C  1.6861  -2.5306  -0.5618
H  0.6074  -2.4764  -0.6085
H  1.7504  -4.5583  -1.2300
H  4.2149  -4.6964  -1.1297
H  5.5186  -2.7307  -0.4035
H  4.3798  -0.6521  0.2139
H  0.7573  -0.1257  -0.3637
H  -0.0244  0.6517  3.1972
H  1.1275  1.7408  2.3829
H  -2.8197  2.2111  0.1894
H  -1.1126  1.3798  -1.3835
H  -2.5399  0.9710  -3.3586
H  -3.2225  2.2622  -2.3628
H  -4.9848  0.6421  -3.0671
H  -4.0755  -0.6661  -2.2992
H  -5.8827  0.1446  -0.8003
H  -5.2267  1.7820  -0.8888

The spin multiplicity is 1. As for the relative energy (zero: lowest compared OMol25 entry of this formula, charge and spin): 0.0 kJ/mol. As for the net charge: 0. As for the total energy: -1173.182291 hartree. Its LUMO energy is 0.7 eV. Its HOMO energy is -8.95 eV. As for the frontier orbital gap: 9.621 eV.

=====

Entry 3:
C23H28BrNO8S3Se2Sn | ωB97M-V/def2-TZVPD

Atoms and positions in Å:
Sn  0.4876  -0.1221  0.0037
O  -3.0872  6.0947  -0.1083
C  -2.4692  4.8786  -0.0222
C  -2.9161  3.7666  -0.7250
C  -2.2134  2.5854  -0.5740
N  -1.1344  2.4609  0.1979
C  -0.7442  3.5267  0.8585
Br  0.7673  3.3354  1.9868
C  -1.3628  4.7677  0.8016
H  -3.7908  6.0277  -0.7619
H  -3.7650  3.8156  -1.3956
H  -2.5072  1.6925  -1.1106
H  -1.0013  5.6074  1.3742
C  -1.6536  1.8564  -5.0872
Se  -1.3866  0.5702  -3.2431
C  0.5416  0.7400  -3.5622
C  1.1647  -0.3693  -4.4064
Se  1.7846  -1.9379  -3.4370
C  3.3118  -1.1315  -2.5476
H  -1.2131  2.8466  -4.9263
H  -2.7420  1.9529  -5.1543
H  -1.2743  1.4368  -6.0249
H  1.0325  0.8403  -2.5920
H  0.6533  1.6834  -4.0969
H  1.9962  0.0215  -5.0002
H  0.4243  -0.7609  -5.1058
H  4.0875  -0.8620  -3.2645
H  3.6761  -1.8780  -1.8469
H  3.0037  -0.2553  -1.9778
O  2.3699  -4.3301  -0.6128
S  1.4956  -3.4976  0.1919
O  0.0834  -3.7608  0.0520
O  1.8564  -2.0690  0.0840
C  1.9322  -3.9046  1.9042
C  2.6064  -5.1163  2.0475
C  3.0692  -5.5535  3.2771
C  2.8705  -4.7613  4.3969
C  2.1927  -3.5620  4.2663
C  1.7104  -3.1206  3.0362
S  0.8690  -1.5169  3.1628
O  -0.0569  -1.4540  2.0194
O  0.1577  -1.6020  4.4258
O  1.9340  -0.5397  3.1208
H  2.7762  -5.6995  1.1535
H  3.5917  -6.5001  3.3530
H  3.2377  -5.0731  5.3682
H  2.0059  -2.9429  5.1332
C  -1.0395  -0.6823  -1.3503
H  -0.8669  -1.7074  -1.6852
H  -2.0486  -0.6344  -0.9156
C  -4.0599  0.9417  2.0594
S  -2.4314  0.2101  2.2393
O  -1.6851  1.1988  3.0702
C  -2.9342  -1.1283  3.3146
C  -3.4303  -2.2939  2.7551
C  -3.8316  -3.3221  3.5940
C  -3.7176  -3.1772  4.9711
C  -3.1866  -2.0144  5.5097
C  -2.7824  -0.9795  4.6792
H  -4.3961  1.2367  3.0538
H  -4.7491  0.2300  1.6067
H  -3.9457  1.8149  1.4201
H  -3.4540  -2.4127  1.6785
H  -4.2028  -4.2468  3.1704
H  -4.0137  -3.9894  5.6244
H  -3.0521  -1.9251  6.5807
H  -2.3064  -0.0845  5.0548

The spin multiplicity is 1. As for the net charge: -2. As for the total energy: -10335.597545 hartree. Its LUMO energy is 3.7 eV. Its HOMO energy is -0.47 eV. As for the frontier orbital gap: 4.219 eV.

=====

Entry 4:
C23H28F3N3O6S | ωB97M-V/def2-TZVPD

Atoms and positions in Å:
C  1.1345  5.1960  -1.4731
C  1.0297  4.0081  -1.5921
C  0.8471  2.5455  -1.6738
C  -0.1095  2.0665  -0.5410
C  0.4984  2.2489  0.8512
C  1.9475  1.7246  1.0322
S  3.2082  3.0148  1.3776
C  3.9042  3.2686  -0.2178
N  4.2890  2.3325  -1.0250
N  4.7368  2.9697  -2.1659
C  4.6118  4.2290  -1.9558
O  4.0962  4.4954  -0.7328
C  -1.3420  3.0340  -0.7067
O  -1.6954  3.9192  -0.0005
N  -2.0030  2.5774  -1.8991
C  -1.7402  1.1268  -2.0703
C  -1.2120  0.7271  -3.3805
C  -0.7962  0.4111  -4.4607
C  -0.9130  0.7645  -0.7901
C  -0.1590  -0.5508  -0.7273
C  1.0427  -0.7203  -1.6871
C  2.2183  -1.3263  -0.9368
F  2.0221  -2.0065  0.2740
C  3.5145  -1.3433  -1.3789
F  4.0374  -2.2625  -2.1709
F  4.4698  -0.5170  -1.1402
O  -1.9088  0.8641  0.2498
C  -2.7606  -0.2601  0.4058
C  -4.1650  0.2413  0.8205
H  1.3790  6.1822  -1.1532
H  1.8275  2.0691  -1.6103
H  0.4704  2.3440  -2.6773
H  0.4631  3.3018  1.1327
H  -0.1282  1.7015  1.5578
H  1.9979  1.0924  1.9190
H  2.2762  1.1169  0.1885
H  4.8561  5.0304  -2.6307
H  -1.7806  3.1528  -2.7009
H  -2.7499  0.7029  -2.0527
H  -0.4734  -0.0682  -5.3556
H  -0.8172  -1.4028  -0.8982
H  0.1789  -0.6612  0.3078
H  1.3287  0.1826  -2.2267
H  0.7363  -1.4373  -2.4604
H  -2.3966  -0.9364  1.1848
H  -2.8686  -0.8353  -0.5170
H  -4.8883  0.0574  0.0261
H  -4.4856  -0.1971  1.7639
H  -4.1003  1.3239  0.9509
C  0.7261  -5.4946  2.9945
C  0.4980  -4.0074  2.8262
O  -0.7222  -3.7236  2.1219
C  -1.8394  -3.8990  2.8215
O  -1.9161  -4.2424  3.9718
O  -2.8769  -3.6140  2.0277
C  -4.1520  -3.8303  2.6366
H  0.7035  -5.9945  2.0249
H  1.6923  -5.6774  3.4646
H  -0.0471  -5.9459  3.6147
H  1.2895  -3.5788  2.2142
H  0.5007  -3.4873  3.7845
H  -4.2362  -3.2813  3.5722
H  -4.3109  -4.8935  2.8099
H  -4.8968  -3.4645  1.9348

The spin multiplicity is 1. As for the net charge: 0. As for the total energy: -2206.356672 hartree. Its LUMO energy is -1.7 eV. Its HOMO energy is -7.28 eV. As for the frontier orbital gap: 5.610 eV.

=====

- Number 2 is which compound?
  C23H27NO3